[1]
This record from the Open Molecules 2025 dataset describes a structure of composition C51H47FeN8O4P2S in a non-equilibrium geometry. The level of theory is the ωB97M-V functional and the def2-TZVPD basis.

```
114
Properties=species:S:1:pos:R:3:forces:R:3:mulliken_spin:R:1
Fe 0.0173 -1.2619 1.4958 -0.64 0.00 0.10 3.782
C -0.7081 -5.1774 -0.6096 2.06 -0.24 1.87 0.003
C -0.8678 -4.1509 0.5083 0.14 0.63 -0.91 0.004
O -0.8101 -2.9624 0.1184 0.35 -0.61 1.07 0.039
C -1.0573 -4.5947 1.8710 -0.24 1.39 -0.14 0.004
C -1.8083 -5.7469 2.0425 -0.38 -1.73 0.86 0.000
C -2.2505 -6.2092 3.2637 0.45 1.63 0.55 0.005
C -1.9291 -5.3957 4.3948 0.87 -0.96 0.74 -0.001
C -1.0424 -4.3371 4.2967 -1.31 0.20 -0.91 0.006
C -0.7711 -3.7700 2.9884 0.46 0.14 1.55 -0.005
O -0.2867 -2.5625 2.9526 0.41 -0.67 -0.49 0.048
H -0.5524 -6.2020 -0.2196 -0.09 0.60 -0.35 0.000
H 0.2300 -4.8419 -1.1143 -1.03 -0.39 -0.20 -0.001
H -1.5842 -5.1347 -1.1783 -1.05 0.04 -1.42 0.001
H -2.0557 -6.3361 1.1846 -0.07 -0.23 -0.43 0.000
H -2.7754 -7.1333 3.3970 -0.36 -0.15 -0.17 0.000
H -2.2459 -5.6871 5.4314 0.22 0.13 -1.19 0.000
H -0.7603 -3.8094 5.2044 0.06 0.17 -0.35 0.000
O -0.3827 -0.1229 -0.1685 -0.34 0.84 -2.51 0.016
P -0.7291 0.4087 -1.5882 1.07 0.53 2.46 0.006
C -0.6337 2.2548 -1.5816 0.26 -0.74 -0.33 0.003
P 0.9891 2.9795 -1.0084 -0.77 -1.09 1.73 0.004
O 1.2591 2.6007 0.4325 0.18 0.20 -1.68 -0.005
C 2.2141 2.3966 -2.2464 0.24 0.63 -0.14 0.002
C 3.4443 1.9265 -1.7893 -0.76 1.00 -1.67 -0.001
C 4.4845 1.6344 -2.6817 0.11 -0.91 2.46 0.000
C 4.3549 1.7086 -4.0306 -2.16 0.61 -0.80 0.000
C 3.1174 2.2280 -4.5118 0.29 -0.04 0.81 0.000
C 2.0704 2.5752 -3.6341 1.64 -0.54 -0.37 -0.002
C 0.7541 4.7540 -1.1641 1.13 -0.55 0.70 0.001
C 0.8383 5.5186 0.0093 0.58 0.97 -1.62 -0.001
C 0.8643 6.9215 -0.1333 -0.53 0.68 1.31 0.000
C 0.6292 7.5243 -1.3394 0.58 -3.38 -2.20 0.000
C 0.5953 6.6737 -2.5108 -0.51 1.36 2.06 0.000
C 0.7409 5.3119 -2.4344 -1.01 0.47 0.27 -0.001
C -2.3625 -0.0634 -2.1006 -0.48 -1.84 -0.41 0.006
C -2.5113 -1.4970 -2.1055 1.60 1.44 0.12 -0.002
C -3.6780 -2.0168 -2.5231 -1.57 -0.11 -0.80 -0.002
C -4.7498 -1.2167 -2.9717 1.04 -0.69 0.58 0.000
C -4.6286 0.1263 -2.9766 0.19 1.64 -0.18 0.000
C -3.4000 0.7016 -2.5923 0.21 0.85 0.53 0.000
C 0.3697 -0.2070 -2.8606 -0.92 0.11 0.38 0.001
C 1.6349 -0.6744 -2.5167 -0.91 1.10 2.39 0.003
C 2.4855 -1.0683 -3.4628 1.48 -1.17 -2.37 -0.002
C 2.0844 -1.1831 -4.8166 -0.96 -0.22 0.86 0.000
C 0.7311 -0.8682 -5.1045 0.82 0.48 -0.80 0.000
C -0.1018 -0.2571 -4.1723 0.95 -0.43 0.36 0.000
H -1.4706 2.5563 -0.9553 0.17 0.35 0.42 0.001
H -0.8684 2.6336 -2.5790 0.09 -0.07 -0.19 0.000
H 3.6108 1.9213 -0.7542 0.26 -0.33 1.36 0.000
H 5.3199 1.2353 -2.1106 0.54 0.05 -0.83 0.000
H 5.0685 1.3487 -4.7421 0.55 0.10 -0.07 0.000
H 3.0124 2.4110 -5.5762 -0.17 -0.14 0.10 0.000
H 1.2262 3.0410 -4.0791 -0.77 0.00 -0.19 -0.001
H 1.0590 5.0502 0.9388 -0.19 -0.36 0.58 0.000
H 0.9604 7.6338 0.7085 0.04 -0.97 -0.14 0.000
H 0.5563 8.5540 -1.5116 -0.14 1.35 0.18 0.000
H 0.2581 7.1719 -3.3675 0.17 0.38 -1.61 0.000
H 0.6686 4.6666 -3.3025 0.08 0.41 0.03 0.000
H -1.6220 -2.1095 -1.8909 -0.72 0.14 0.24 0.002
H -3.8475 -3.0572 -2.6057 0.20 -1.06 0.12 0.000
H -5.6265 -1.6713 -3.3499 -0.80 -0.48 -0.14 0.000
H -5.4734 0.7430 -3.3040 0.54 -0.09 0.07 0.000
H -3.2183 1.7773 -2.6478 -0.46 -0.17 -0.03 0.000
H 2.0301 -0.6203 -1.4737 -0.81 -0.03 -0.85 0.001
H 3.4730 -1.3610 -3.1193 0.10 0.02 -0.46 0.000
H 2.8065 -1.5872 -5.5402 -0.67 0.27 0.15 0.000
H 0.2668 -0.9655 -6.0824 0.65 -0.19 -0.17 0.000
H -1.0573 0.1603 -4.5025 0.20 -0.39 0.37 0.000
S 7.0714 1.5234 1.1081 0.52 -0.57 -0.57 0.000
N 6.4279 0.2103 0.3472 -0.86 0.69 1.57 0.000
C 5.1850 0.0860 0.8762 1.95 2.10 0.03 -0.002
C 4.2726 -0.9653 0.6345 -1.64 -0.76 -0.28 -0.003
C 4.5908 -2.1305 -0.0804 2.36 0.36 -1.30 0.002
C 3.6293 -3.0688 -0.4062 0.38 0.10 0.81 0.002
C 2.3932 -2.8666 0.1980 -0.04 -0.23 -0.45 0.012
N 2.0725 -1.8020 0.9118 -0.63 0.34 0.24 0.044
C 2.9544 -0.8115 1.1328 1.19 -1.02 -0.28 -0.034
C 2.5927 0.3026 2.0129 -1.24 -0.23 -0.12 -0.017
N 1.3114 0.3079 2.4972 1.39 1.15 0.78 0.068
C 1.0817 1.3111 3.3514 -1.75 0.15 -1.16 0.008
C 1.9275 2.3842 3.7051 -1.32 -1.41 0.00 0.003
C 3.1733 2.3442 3.2177 1.71 0.88 -0.89 -0.001
C 3.4892 1.3045 2.3258 2.04 -0.29 -0.02 -0.004
C 4.8586 1.1853 1.7516 -1.31 -0.65 0.84 0.002
N 5.8589 2.0051 2.0552 -0.39 -0.63 -1.22 0.000
H 5.6930 -2.1870 -0.4341 -2.05 -0.14 0.52 0.000
H 3.7959 -3.9891 -0.9787 0.17 0.58 0.26 0.000
H 1.6535 -3.6435 0.0599 -0.31 0.29 0.16 -0.001
H 0.0245 1.4273 3.5969 0.38 -0.25 0.39 0.003
H 1.4941 3.1634 4.2931 0.12 0.35 0.38 0.000
H 3.9172 3.1524 3.3852 -0.56 -0.77 -0.05 0.000
C -2.4563 0.8704 1.8454 0.21 1.40 1.15 -0.001
N -3.7897 1.2593 2.2511 -0.01 0.20 0.00 0.003
C -4.6569 0.3226 1.6412 -2.46 -0.56 -0.16 0.000
N -4.4318 -1.0575 2.0840 1.17 -0.69 -0.07 0.000
C -3.0898 -1.4437 1.6377 0.26 1.49 -0.83 0.012
N -2.0715 -0.4704 2.2141 0.00 -0.74 -0.92 -0.041
C -2.1207 -0.5076 3.6672 -1.77 1.13 0.04 0.009
N -3.4587 -0.1398 4.1838 -0.04 -1.28 -0.71 0.002
C -3.9191 1.1601 3.7069 2.32 0.62 -0.16 -0.002
C -4.3903 -1.1272 3.5480 -0.28 -0.19 0.90 0.001
H -1.8257 1.6014 2.3621 0.60 -0.18 -0.40 0.006
H -2.4043 0.9776 0.8006 0.29 0.22 -1.36 0.005
H -4.5587 0.3485 0.5476 0.00 0.03 0.15 0.000
H -5.7069 0.5914 1.9028 0.53 -0.20 -0.26 0.000
H -3.0166 -1.4501 0.4989 -0.03 0.11 1.54 0.004
H -2.7982 -2.3862 2.0430 -0.11 -0.91 0.06 -0.001
H -1.4535 0.2521 4.0133 0.79 0.07 0.54 -0.001
H -1.9098 -1.4884 3.9834 0.57 -0.93 0.69 0.011
H -3.3173 2.0362 4.1193 -0.78 -1.23 -0.04 0.000
H -4.9383 1.1739 3.9921 -1.09 0.78 0.23 0.000
H -5.3811 -0.8829 3.9185 -0.26 -0.14 0.10 0.000
H -4.1314 -2.1719 3.8814 -0.15 1.04 -0.40 0.000
```
Forces are in eV/Å.

Computed properties:
total energy	-5055.1978	Eh
orbital gap (alpha / beta)	6.8 / 6.8	eV
E_HOMO (alpha / beta)	-0.3585 / -0.3594	hartree
energy above the lowest of the compared OMol25 structures with the same formula, charge and spin	174.5	kJ/mol
<S²>	6.01
spin multiplicity	5
net charge	+1

[2]
This record from the Open Molecules 2025 dataset describes a structure of composition C3H2Br6O3 in a non-equilibrium geometry. The level of theory is the ωB97M-V functional and the def2-TZVPD basis.

```
14
Properties=species:S:1:pos:R:3:forces:R:3:lowdin_charge:R:1
C -1.2320 1.4106 -0.0179 -2.13 0.48 1.69 -1.281
C -0.8953 0.0611 -0.6389 -2.10 0.10 0.10 -0.947
C 1.3107 -0.6919 1.5849 -0.63 -0.04 1.12 -1.259
O -0.2443 2.2615 0.2320 0.95 -0.32 1.05 -0.111
O 0.1025 -0.2395 -1.1469 1.39 0.19 -0.71 -0.071
O 0.1739 -0.3831 1.7046 1.23 -0.65 -0.25 -0.125
Br -2.2413 1.3314 1.7110 0.33 -0.35 -0.46 0.709
Br -2.5133 2.2492 -1.2178 -0.18 0.31 -0.86 0.727
Br -2.4834 -1.0346 -0.8123 0.07 -0.55 0.15 0.711
Br 2.5557 0.2045 0.4897 0.37 -0.08 0.13 0.775
Br 2.0925 -2.0994 2.7164 -0.25 0.53 -0.64 0.648
Br 1.3449 -2.9846 -1.4091 -0.28 -0.59 0.73 0.424
H 0.0422 2.6093 -0.5907 0.84 0.74 -1.35 0.083
H 1.9873 -2.6946 -2.6050 0.39 0.22 -0.72 -0.284
```
Forces are in eV/Å.

Computed properties:
total energy	-15785.2854	Eh
orbital gap	9.7	eV
E_HOMO	-0.3731	hartree
energy above the lowest of the compared OMol25 structures with the same formula, charge and spin	0.0	kJ/mol

Copy entry 2 word for word.
This record from the Open Molecules 2025 dataset describes a structure of composition C3H2Br6O3 in a non-equilibrium geometry. The level of theory is the ωB97M-V functional and the def2-TZVPD basis.

```
14
Properties=species:S:1:pos:R:3:forces:R:3:lowdin_charge:R:1
C -1.2320 1.4106 -0.0179 -2.13 0.48 1.69 -1.281
C -0.8953 0.0611 -0.6389 -2.10 0.10 0.10 -0.947
C 1.3107 -0.6919 1.5849 -0.63 -0.04 1.12 -1.259
O -0.2443 2.2615 0.2320 0.95 -0.32 1.05 -0.111
O 0.1025 -0.2395 -1.1469 1.39 0.19 -0.71 -0.071
O 0.1739 -0.3831 1.7046 1.23 -0.65 -0.25 -0.125
Br -2.2413 1.3314 1.7110 0.33 -0.35 -0.46 0.709
Br -2.5133 2.2492 -1.2178 -0.18 0.31 -0.86 0.727
Br -2.4834 -1.0346 -0.8123 0.07 -0.55 0.15 0.711
Br 2.5557 0.2045 0.4897 0.37 -0.08 0.13 0.775
Br 2.0925 -2.0994 2.7164 -0.25 0.53 -0.64 0.648
Br 1.3449 -2.9846 -1.4091 -0.28 -0.59 0.73 0.424
H 0.0422 2.6093 -0.5907 0.84 0.74 -1.35 0.083
H 1.9873 -2.6946 -2.6050 0.39 0.22 -0.72 -0.284
```
Forces are in eV/Å.

Computed properties:
total energy	-15785.2854	Eh
orbital gap	9.7	eV
E_HOMO	-0.3731	hartree
energy above the lowest of the compared OMol25 structures with the same formula, charge and spin	0.0	kJ/mol

Q: Which of these has the lowest energy above the lowest of the compared OMol25 structures with the same formula, charge and spin?
A: C3H2Br6O3

Q: total energy of number 1 (C51H47FeN8O4P2S)?
A: -5055.1978 Eh

Q: Which value of energy above the lowest of the compared OMol25 structures with the same formula, charge and spin does entry 1 give?
A: 174.5 kJ/mol